Here is the molecule C17H19ClN4O3 at a distorted geometry from the OMol25 dataset. Energies are from ωB97M-V with the def2-TZVPD basis set.

Results
* HOMO-LUMO gap: 8.754 eV
* M: 362.8 g mol⁻¹
* total energy: -1564.1029 a.u.
* LUMO level: 0.0174 Eh
* HOMO energy: -8.3 eV
* SMILES string: N#Cc1nc(COc2cccc(Cl)c2)oc1NCCN1CCOCC1
* energy relative to the best compared isomer or geometry (same formula, charge and spin): 271.5 kJ/mol

Structure (ORCA input):
```
! RIJCOSX wB97M-V def2-TZVPD def2/J DEFGRID3
* xyz 0 1
N 6.0647 1.7882 0.5609
C 5.1850 1.0682 0.4001
C 4.0718 0.2506 0.1914
N 4.0254 -1.1047 0.4313
C 2.8367 -1.4767 0.1215
C 2.2803 -2.8592 0.2105
O 0.9794 -2.8872 0.7502
C -0.0815 -2.5088 -0.0158
C -0.0331 -2.1703 -1.3638
C -1.1978 -1.8191 -2.0262
C -2.4165 -1.7954 -1.3753
C -2.4548 -2.1357 -0.0312
Cl -3.9618 -2.1119 0.8129
C -1.3079 -2.4888 0.6508
O 2.0403 -0.4530 -0.3192
C 2.8232 0.6420 -0.2705
N 2.3596 1.8311 -0.7189
C 0.9366 2.0631 -0.8403
C 0.2763 2.3437 0.5311
N -1.1522 2.5260 0.5269
C -1.6292 3.6778 -0.2155
C -3.1060 3.8881 0.1284
O -3.8692 2.7503 -0.1925
C -3.3924 1.6218 0.5024
C -1.9238 1.3495 0.1715
H 2.9077 -3.4248 0.9035
H 2.3131 -3.3517 -0.7720
H 0.8969 -2.1697 -1.9092
H -1.1495 -1.5595 -3.0731
H -3.3198 -1.5205 -1.8945
H -1.3365 -2.7560 1.6944
H 2.9280 2.6260 -0.4642
H 0.4911 1.1727 -1.2891
H 0.7964 2.9121 -1.5117
H 0.7253 3.2462 0.9599
H 0.4962 1.5042 1.1983
H -1.5396 3.5363 -1.3061
H -1.0538 4.5574 0.0798
H -3.1954 4.1082 1.2025
H -3.5251 4.7132 -0.4500
H -3.4925 1.7803 1.5861
H -4.0195 0.7837 0.1970
H -1.8444 1.1056 -0.9015
H -1.5669 0.4970 0.7516
*
```